{
  "formula": "C22H26ClFN2O2",
  "method": "ωB97M-V with the def2-TZVPD basis set",
  "symbols": ["C", "O", "C", "C", "C", "C", "C", "C", "N", "C", "O", "C", "C", "C", "F", "C", "C", "C", "C", "Cl", "N", "C", "C", "C", "C", "C", "C", "C", "H", "H", "H", "H", "H", "H", "H", "H", "H", "H", "H", "H", "H", "H", "H", "H", "H", "H", "H", "H", "H", "H", "H", "H", "H", "H"],
  "xyz": [[-3.82805, -3.25704, -1.84359], [-2.43643, -3.29288, -2.07111], [-1.70379, -2.42971, -1.06408], [-2.23162, -1.43766, -0.20054], [-1.48574, -0.85525, 0.91584], [-0.14280, -0.93358, 1.03185], [0.88144, -0.37415, 1.84439], [0.21272, 1.18439, 2.18741], [-0.16990, 1.83441, 0.84150], [-1.30386, 2.11356, 0.42784], [-2.18577, 2.23331, 1.16519], [-1.49270, 2.69220, -0.95929], [-1.69986, 1.71542, -1.87791], [-0.64073, 0.93151, -2.40533], [0.61255, 1.37863, -2.05357], [-0.84445, -0.40557, -3.30485], [-2.03290, -0.55053, -3.80727], [-3.33204, 0.05339, -2.90473], [-2.97813, 1.11878, -2.21854], [-4.30920, 1.83243, -1.45102], [2.15435, -0.27009, 1.54090], [2.75070, 0.14584, 0.55351], [3.46678, 1.62929, 0.82859], [4.33476, 1.42639, 2.24364], [3.54864, 0.86745, 3.28959], [3.00004, -0.55816, 2.85797], [0.57349, -1.88739, -0.18868], [-0.17949, -2.58530, -1.06323], [-4.30964, -2.25676, -2.13155], [-4.16895, -3.70302, -1.11605], [-4.17440, -3.84758, -2.63540], [-3.32345, -1.55565, -0.09010], [-1.97902, -0.35732, 1.49970], [0.62387, -0.85934, 2.94803], [0.81356, 1.86519, 2.55900], [-0.65603, 1.08740, 2.52813], [0.51547, 1.91434, 0.09182], [-2.16777, 3.38929, -0.99538], [-0.67723, 3.30756, -1.33380], [0.10064, -0.66384, -3.60027], [-2.26961, -1.48346, -4.06011], [-4.36276, -0.11479, -3.30588], [3.55461, -0.21970, 0.18459], [2.07600, 0.19563, -0.33499], [4.08418, 1.86704, -0.14593], [2.55592, 2.28064, 1.14798], [5.18265, 0.66383, 1.82034], [4.71534, 2.30217, 2.59322], [4.41978, 0.53553, 4.01956], [2.87446, 1.26372, 3.83580], [3.81112, -1.36767, 2.33755], [2.45413, -1.15763, 3.68969], [1.62373, -2.21214, -0.05851], [0.14538, -3.19313, -1.76190]],
  "mulliken_charge": [-1.103, -0.433, 0.496, -0.177, -1.545, -0.123, 0.503, -2.446, 0.091, 1.004, -0.646, -2.975, 1.013, 0.615, -0.410, -0.616, -1.017, -0.604, 0.614, -0.236, 0.230, -0.804, -0.677, -0.682, -0.815, -0.523, -0.251, -1.149, 0.247, 0.628, 0.348, 0.422, 1.137, 0.135, 0.949, 0.829, 0.051, 0.883, 0.534, 0.726, 0.500, 0.546, 0.730, 0.178, 0.355, 0.203, 0.227, 0.479, 0.299, 0.558, 0.275, 0.383, 0.305, 0.741],
  "lumo_energy_ha": 0.025,
  "orbital_gap_ha": 0.3048,
  "e_above_lowest_kcal_mol": 407.4,
  "total_charge": 0,
  "total_energy_ev": -45534.8428
}